ORCA calculation (ωB97M-V/def2-TZVPD) on 4 unconnected molecules or ions with the total composition C10H23N2O13S3 at a distorted geometry.

Values from the calculation:
- Frontier orbital gap: 10.3 eV
- E_LUMO: -3.1 eV
- E_HOMO: -13.392 eV
- Charge: +1
- Largest force on an atom: 3.52 eV Å⁻¹

Geometry as XYZ:
```
51
Properties=species:S:1:pos:R:3:nbo_charge:R:1
C -2.282 0.943 -1.284 -0.09
H 1.569 -3.822 -2.052 0.18
H -4.322 -1.878 -1.261 0.26
C 1.790 4.495 -0.517 -0.11
H 2.086 0.438 3.152 0.21
H 1.624 5.043 0.413 0.24
O 0.519 -4.932 -3.421 -0.66
C -1.288 -0.312 -0.798 0.07
H 4.041 1.681 4.536 0.22
H 2.547 1.250 5.413 0.20
O 3.239 2.299 -2.451 -0.85
H 0.804 -6.708 -1.315 0.21
O -1.638 -3.738 -3.008 -0.94
H -0.214 -0.962 0.921 0.37
H 2.376 -5.327 -2.576 0.23
H -0.329 -0.315 -1.471 0.24
O 2.566 3.322 -0.277 -0.67
C -4.073 -0.040 0.065 -0.09
H -3.633 -2.242 0.456 0.25
O 1.029 2.222 3.314 -0.69
O 1.469 4.676 3.214 -0.89
H -2.175 -1.756 -1.996 0.48
O 0.866 2.919 -1.997 -0.69
H -0.326 0.757 0.799 0.41
O 2.672 3.215 4.839 -0.66
H 2.839 1.881 2.418 0.20
O 0.239 3.664 5.194 -0.86
O -3.228 1.126 -0.176 -0.52
H -0.186 3.597 -0.372 0.18
C 1.416 -4.875 -2.313 -0.10
S 1.243 3.602 4.156 2.49
O -0.661 -5.277 -1.300 -0.69
N -2.124 -1.559 -0.951 -0.55
S 2.222 2.216 -1.426 2.50
H -5.174 0.108 -0.373 0.21
H -1.566 -2.377 -0.559 0.45
C -3.538 -1.478 -0.456 -0.30
S -1.014 -5.034 -2.874 2.50
N -0.843 -0.148 0.658 -0.86
H 1.102 -5.348 -0.198 0.22
C 2.961 1.840 4.589 -0.10
O -1.599 -6.249 -3.397 -0.84
C 2.264 1.509 3.272 -0.11
H -2.786 0.543 -2.288 0.18
H -4.233 -0.115 1.245 0.23
H 2.344 5.128 -1.218 0.20
C 0.489 3.993 -1.137 -0.11
C 0.717 -5.625 -1.182 -0.11
O 1.860 0.979 -0.775 -0.92
H -0.025 4.774 -1.705 0.23
H -1.636 1.897 -1.529 0.25
```